Formula: C4H29NO12
Source: the Open Molecules 2025 dataset
Level of theory: ωB97M-V with the def2-TZVPD basis set

The geometry in XYZ format:
```
46
C4H29NO12 | the Open Molecules 2025 dataset | ωB97M-V with the def2-TZVPD basis set
N -1.9385 1.8513 -1.2138
C -0.9600 0.7351 -1.1872
C -0.2112 0.5059 0.1562
O 0.4836 1.7123 0.5283
C -1.6151 -0.4717 -1.7613
C -1.5406 -0.2733 -3.2349
O -1.1042 -1.0502 -4.0827
H -1.5632 2.6799 -1.6706
H -2.5648 2.1183 -0.4106
H -0.2635 1.0974 -1.9251
H 0.6439 -0.2057 -0.1595
H -0.7833 0.0890 1.0126
H 0.4062 1.6971 1.5299
H -1.1155 -1.3752 -1.3941
H -2.7440 -0.6133 -1.6734
H -1.8603 0.5818 -3.7496
O 3.7232 -0.3775 -2.6842
H 3.0796 0.1869 -2.2597
H 4.4906 -0.2525 -2.2170
O -1.3745 2.8442 1.4947
H -0.5946 3.0395 2.0698
H -1.1426 3.6534 0.9272
O 1.2759 -2.2046 -3.0588
H 2.0858 -1.6765 -2.9795
H 0.5763 -1.8295 -3.6182
O 2.5603 1.7429 -1.1764
H 3.2694 2.1771 -1.5456
H 2.4098 1.6847 -0.1782
O 0.7964 2.8389 3.5289
H 1.6567 2.4616 3.5904
H 0.1581 2.2543 3.8531
O -0.6582 -1.4673 2.5720
H -0.5320 -2.2126 1.9987
H -1.6179 -1.4493 2.7879
O 1.3212 0.2551 2.8486
H 0.7399 -0.5512 2.6617
H 1.9100 -0.2650 3.4287
O 0.4553 -3.9370 -1.2289
H 1.0247 -3.2748 -1.6281
H -0.1902 -4.1766 -1.8525
O -0.2996 -3.8887 1.2934
H -1.2754 -4.0324 1.3663
H -0.2317 -3.7793 0.3220
O -2.5823 0.7562 2.9378
H -2.0484 0.9865 3.6964
H -2.2554 1.4149 2.2855
```

Summary:
Total energy: -1127.35659 hartree
Kohn-Sham gap: 0.33213 Eh
Structure (SMILES): N[C@@H](CO)CC=O.O.O.O.O.O.O.O.O.O.O
ΔE to the lowest compared entry with this formula, charge and spin: 441.1 kJ/mol

Calculated atomic charges, method Mulliken, unit e: N -0.516; C -0.413; C -0.065; O -0.501; C 0.152; C -0.288; O -0.612; H 0.256; H 0.222; H 0.518; H 0.161; H 0.311; H 0.256; H -0.111; H 0.376; H 0.551; O -0.645; H 0.425; H 0.270; O -0.709; H 0.233; H 0.357; O -0.656; H 0.313; H 0.311; O -0.647; H 0.251; H 0.312; O -0.646; H 0.282; H 0.313; O -0.677; H 0.364; H 0.278; O -0.551; H 0.247; H 0.302; O -0.654; H 0.345; H 0.271; O -0.742; H 0.338; H 0.395; O -0.679; H 0.285; H 0.419